Record 1
{
  "formula": "C31H29N9O9S3Ti",
  "method": "the ωB97M-V functional and the def2-TZVPD basis",
  "charge": -2,
  "e_tot_ha": -4413.0806,
  "gap_ev": 6.6,
  "e_above_lowest_kj_mol": 74.2,
  "fmax_ha_per_bohr": 0.030,
  "multiplicity": 1,
  "symbols": ["Ti", "N", "N", "C", "O", "O", "H", "H", "H", "C", "C", "C", "C", "C", "C", "C", "S", "O", "O", "N", "C", "C", "O", "O", "H", "H", "H", "H", "H", "H", "H", "H", "H", "S", "C", "C", "N", "C", "S", "C", "N", "O", "C", "C", "C", "C", "O", "N", "H", "H", "H", "H", "C", "C", "C", "C", "C", "N", "C", "O", "N", "C", "C", "C", "C", "N", "C", "C", "C", "H", "H", "H", "H", "H", "H", "H", "H", "H", "H", "H", "H", "H"],
  "coordinates": [[-1.41, 0.67, -0.06], [-2.72, -0.17, 2.55], [-1.77, 0.43, 3.39], [-0.72, 1.10, 2.79], [-0.05, 1.90, 3.43], [-0.47, 0.74, 1.56], [-3.46, 0.49, 2.33], [-3.07, -1.01, 2.99], [-2.14, 0.96, 4.17], [-1.77, -2.55, -7.06], [-1.51, -2.61, -5.58], [-2.17, -3.52, -4.77], [-1.97, -3.54, -3.39], [-1.09, -2.63, -2.83], [-0.40, -1.73, -3.63], [-0.61, -1.72, -4.99], [-0.86, -2.54, -1.06], [-1.45, -3.76, -0.54], [0.53, -2.30, -0.83], [-1.76, -1.27, -0.64], [-3.18, -1.59, -0.78], [-4.02, -0.43, -0.32], [-5.22, -0.54, -0.14], [-3.34, 0.66, -0.11], [-2.25, -3.47, -7.41], [-0.85, -2.41, -7.62], [-2.43, -1.72, -7.30], [-2.87, -4.23, -5.22], [-2.49, -4.24, -2.76], [0.29, -1.04, -3.16], [-0.09, -1.00, -5.61], [-3.44, -2.48, -0.19], [-3.45, -1.80, -1.83], [0.79, 0.80, -1.07], [0.67, 1.38, -2.69], [1.88, 1.55, -3.42], [2.86, 1.67, -4.02], [-0.54, 1.65, -3.28], [-2.02, 1.43, -2.45], [-0.59, 2.10, -4.64], [-0.67, 2.44, -5.74], [-0.24, 3.88, -1.09], [-1.23, 3.88, -0.39], [-2.09, 5.12, -0.17], [-3.11, 4.68, 0.87], [-2.73, 3.23, 1.15], [-3.25, 2.58, 2.04], [-1.73, 2.81, 0.32], [-2.53, 5.39, -1.13], [-1.45, 5.94, 0.15], [-4.14, 4.69, 0.51], [-3.07, 5.24, 1.80], [5.44, 1.54, -0.55], [4.66, 1.37, 0.73], [3.49, 2.08, 0.96], [2.74, 1.89, 2.10], [3.16, 0.99, 3.07], [2.40, 0.89, 4.26], [2.41, -0.08, 5.22], [2.20, 0.15, 6.40], [2.71, -1.38, 4.79], [1.88, -2.09, 3.90], [1.74, -3.46, 4.08], [0.85, -4.16, 3.28], [0.10, -3.45, 2.35], [0.25, -2.14, 2.16], [1.14, -1.49, 2.88], [4.34, 0.27, 2.88], [5.07, 0.46, 1.71], [5.33, 2.55, -0.94], [5.07, 0.85, -1.32], [6.50, 1.34, -0.39], [3.12, 2.77, 0.21], [1.80, 2.41, 2.24], [1.79, 1.67, 4.46], [2.91, -1.94, 5.61], [2.31, -3.97, 4.85], [0.72, -5.23, 3.39], [-0.64, -3.93, 1.71], [1.24, -0.44, 2.66], [4.68, -0.43, 3.62], [5.98, -0.11, 1.56]]
}

=====

Record 2
{
  "formula": "C31H29NO4PS2V",
  "method": "the ωB97M-V functional and the def2-TZVPD basis",
  "charge": 1,
  "e_tot_ha": -3636.0383,
  "gap_ev": [8.5, 9.4],
  "e_above_lowest_kj_mol": 30.9,
  "fmax_ha_per_bohr": 0.009,
  "multiplicity": 4,
  "symbols": ["V", "O", "S", "O", "O", "C", "C", "C", "C", "C", "C", "P", "C", "C", "C", "C", "C", "C", "C", "C", "C", "C", "C", "C", "H", "H", "H", "H", "H", "H", "H", "H", "H", "H", "H", "H", "H", "H", "C", "S", "O", "C", "C", "C", "C", "C", "C", "H", "H", "H", "H", "H", "H", "H", "H", "C", "C", "C", "C", "N", "C", "C", "H", "H", "H", "H", "H", "H", "H"],
  "coordinates": [[0.70, 0.65, -1.31], [2.60, 1.54, -1.25], [3.31, 0.25, -1.01], [4.60, 0.12, -1.60], [2.30, -0.78, -1.40], [3.48, 0.13, 0.77], [4.78, 0.13, 1.25], [5.01, 0.05, 2.62], [3.94, -0.04, 3.49], [2.64, -0.06, 3.00], [2.39, 0.04, 1.64], [0.66, -0.07, 1.03], [0.24, -1.79, 1.42], [0.49, -2.76, 0.45], [0.28, -4.10, 0.74], [-0.19, -4.48, 1.99], [-0.45, -3.51, 2.95], [-0.24, -2.18, 2.67], [-0.31, 0.94, 2.18], [0.20, 2.12, 2.73], [-0.62, 2.95, 3.48], [-1.95, 2.62, 3.69], [-2.46, 1.46, 3.14], [-1.65, 0.62, 2.39], [5.60, 0.19, 0.55], [6.02, 0.06, 3.00], [4.11, -0.12, 4.56], [1.82, -0.15, 3.69], [0.88, -2.48, -0.52], [0.50, -4.85, -0.01], [-0.35, -5.53, 2.22], [-0.83, -3.81, 3.93], [-0.45, -1.43, 3.43], [1.24, 2.39, 2.57], [-0.20, 3.85, 3.91], [-2.58, 3.27, 4.28], [-3.50, 1.20, 3.30], [-2.07, -0.29, 1.97], [-3.39, -0.73, -2.96], [-2.23, -1.05, -1.63], [-0.97, -0.35, -2.12], [-1.98, -2.80, -1.88], [-2.73, -3.67, -1.10], [-2.59, -5.03, -1.28], [-1.68, -5.51, -2.22], [-0.92, -4.63, -2.97], [-1.07, -3.27, -2.82], [-2.96, -1.05, -3.91], [-3.59, 0.34, -2.98], [-4.31, -1.27, -2.76], [-3.40, -3.28, -0.34], [-3.17, -5.72, -0.68], [-1.57, -6.58, -2.35], [-0.20, -5.02, -3.69], [-0.47, -2.57, -3.38], [-0.18, 6.62, -2.99], [-0.20, 5.20, -2.50], [-0.27, 4.89, -1.15], [-0.25, 3.56, -0.75], [-0.20, 2.55, -1.62], [-0.15, 2.85, -2.92], [-0.14, 4.14, -3.40], [-0.16, 7.32, -2.16], [-1.06, 6.83, -3.59], [0.69, 6.80, -3.61], [-0.33, 5.67, -0.40], [-0.28, 3.30, 0.29], [-0.13, 2.01, -3.61], [-0.08, 4.31, -4.47]]
}